(1)
The following is a quantum chemistry calculation of a 14-piece molecular cluster, C33H89N5O14S9 overall, from the OMol25 dataset.

Last column: Mulliken charge in e.
Geometry (Å):
C1 12.1732 13.2625 23.5535  -0.490
S1 10.8750 12.0709 23.5501  0.386
O1 9.7385 12.7573 22.8292  -0.616
C2 11.5501 11.0006 22.2622  -0.671
H1 11.8723 14.0940 24.1563  0.350
H2 12.4181 13.4628 22.5042  -0.102
H3 13.0791 12.7629 23.9601  0.345
H4 10.9267 10.1712 22.0061  0.459
H5 12.5092 10.6442 22.6308  0.430
H6 11.6903 11.6837 21.3870  -0.199
C3 8.1302 12.8250 14.6132  -0.280
S2 8.2531 13.8815 16.0288  0.493
O2 9.0400 15.0972 15.6918  -0.508
C4 6.5628 14.4776 16.0283  -1.060
H7 7.7020 13.5296 13.8122  -0.059
H8 7.2813 12.1468 14.8738  0.574
H9 9.0169 12.3071 14.3561  -0.191
H10 6.3823 14.9419 16.9720  0.378
H11 5.8709 13.6741 15.8092  0.433
H12 6.6186 15.1776 15.1993  0.142
C5 8.4306 17.3502 13.5427  -0.709
S3 9.2895 17.5466 11.9215  0.812
O3 8.6278 16.5757 10.9154  -0.643
C6 8.4858 19.1120 11.5109  -1.123
H13 7.4765 16.8698 13.4222  0.515
H14 8.4598 18.3401 14.0278  0.443
H15 8.9942 16.6375 14.2150  -0.235
H16 8.9503 19.1960 10.5088  0.373
H17 8.8964 19.8949 12.1376  0.252
H18 7.4076 18.9651 11.5855  0.407
C7 6.0587 13.8446 10.3385  -1.099
S4 7.7363 13.1545 10.6773  0.888
O4 7.8048 11.7593 11.1311  -0.679
C8 8.3388 12.9561 8.9583  -1.206
H19 6.1855 14.8705 10.1154  0.365
H20 5.5794 13.7306 11.3262  0.305
H21 5.4578 13.3496 9.5177  0.325
H22 8.1653 13.8087 8.3775  0.407
H23 7.8999 12.0297 8.6218  0.394
H24 9.4087 12.7835 9.0540  0.274
C9 11.1042 10.3879 12.3453  -0.006
S5 10.9912 9.5418 13.9287  0.433
O5 10.7322 10.4941 14.9701  -0.416
C10 9.4756 8.5893 13.3663  -1.201
H25 10.2679 11.0698 12.2472  -0.004
H26 11.1168 9.7546 11.4929  0.546
H27 12.0198 10.9315 12.3199  -0.388
H28 8.7297 9.3341 13.1763  0.266
H29 9.2707 7.9861 14.2100  0.407
H30 9.8771 7.9711 12.5934  0.459
C11 14.6230 12.4335 9.7657  -1.106
S6 14.7359 11.5065 11.3274  1.025
O6 13.6997 10.4248 11.1599  -0.820
C12 16.3817 10.8797 11.0912  -1.172
H31 14.5740 11.6600 9.0252  0.496
H32 15.5259 13.0769 9.7217  0.324
H33 13.6362 12.8373 9.7865  0.196
H34 17.0252 11.7509 11.1877  0.271
H35 16.3595 10.2869 10.1888  0.440
H36 16.5854 10.3123 11.9624  0.353
C13 15.5350 15.4458 19.8487  -0.817
S7 16.1765 14.4888 18.3959  0.952
O7 17.6144 14.8820 18.2827  -0.725
C14 16.1744 12.8818 19.1750  -0.831
H37 15.6158 16.4416 19.4934  0.120
H38 16.1011 15.4233 20.7884  0.404
H39 14.4606 15.2432 19.9010  0.203
H40 16.9563 12.9758 19.9834  0.383
H41 16.5392 12.1275 18.4963  0.225
H42 15.1417 12.7510 19.4996  0.082
C15 12.0731 15.0513 18.0069  -0.281
S8 11.9661 13.4137 18.7562  0.817
O8 12.8377 13.4445 19.9656  -0.613
C16 10.3511 13.5667 19.4061  -0.843
H43 11.5422 15.8137 18.5766  0.609
H44 11.6622 14.9037 16.9908  -0.478
H45 13.1108 15.2578 18.0035  -0.005
H46 9.7314 13.4567 18.4705  -0.031
H47 10.2107 14.4519 19.9493  0.470
H48 10.1346 12.6810 19.9323  0.415
C17 16.4760 14.7519 15.0233  -0.738
S9 17.4167 13.1925 14.9406  0.553
O9 16.6759 12.3526 13.8738  -0.553
C18 18.9647 13.7536 14.1079  -1.003
H49 16.9135 15.1152 15.9559  0.429
H50 15.4231 14.4541 15.2172  -0.218
H51 16.5802 15.4424 14.1441  0.543
H52 19.1918 14.7792 14.4091  0.338
H53 18.7164 13.5658 13.0472  0.234
H54 19.7138 13.0089 14.3928  0.354
C19 12.1104 19.6931 12.9096  0.317
O10 12.1455 20.2701 11.7986  -0.756
N1 11.7677 20.3535 14.0374  0.446
C20 11.4917 19.6239 15.2620  -0.950
C21 11.3753 21.7682 13.9718  -1.100
H55 12.2925 18.5911 13.0019  0.181
H56 11.6740 20.2927 16.1184  0.415
H57 12.0920 18.7049 15.2812  0.208
H58 10.4783 19.2750 15.2751  0.195
H59 10.3364 21.8155 13.7207  0.372
H60 11.4428 22.3231 14.8938  0.304
H61 11.9789 22.2245 13.1975  0.355
C22 14.8704 20.2861 15.5980  -0.027
O11 14.2412 21.1789 16.0421  -0.577
N2 15.5160 19.2681 16.3041  0.213
C23 16.2424 18.2984 15.5421  -0.729
C24 15.7329 19.3121 17.8036  -1.000
H62 14.9917 20.2023 14.5023  0.426
H63 15.9798 18.2957 14.5005  0.003
H64 16.0174 17.3473 15.9478  0.247
H65 17.2862 18.4274 15.6409  0.464
H66 16.5964 18.6243 18.1537  0.298
H67 15.9460 20.2887 18.1050  0.422
H68 14.8066 18.9329 18.2895  0.267
C25 14.2396 9.5015 19.0971  0.221
O12 15.1374 9.2501 19.8670  -0.628
N3 14.1753 9.3126 17.7803  0.178
C26 13.0599 9.8124 16.9225  -0.930
C27 15.4347 8.9501 17.1970  -0.997
H69 13.3373 9.8717 19.5232  0.271
H70 12.9607 9.1406 16.1034  0.273
H71 13.2878 10.8252 16.5415  0.314
H72 12.1921 9.9593 17.4916  0.296
H73 15.3337 8.3729 16.3259  0.374
H74 16.0087 9.8200 16.8951  0.288
H75 16.1352 8.3919 17.9025  0.291
C28 12.1633 15.9999 14.2866  0.951
O13 12.7448 16.3260 15.2787  -0.547
N4 11.7956 14.7293 13.9122  1.268
C29 10.9204 14.5465 12.7572  0.423
C30 12.1896 13.5567 14.7161  -0.396
H76 11.7022 16.7508 13.6383  -0.553
H77 11.4407 13.9260 11.9421  -0.061
H78 10.8308 15.4648 12.2446  -0.534
H79 9.9333 14.2336 13.0181  -0.357
H80 12.9213 13.8637 15.5245  -0.364
H81 11.2887 13.1862 15.1880  0.086
H82 12.7257 12.8213 14.1014  0.122
C31 15.0513 16.7465 11.5416  -0.081
O14 15.1396 15.6799 12.0929  -0.539
N5 14.0850 17.1612 10.7057  0.465
C32 14.1818 18.3083 9.8223  -1.053
C33 13.0287 16.2133 10.3705  -0.919
H83 15.7297 17.5414 11.7255  0.388
H84 14.2639 17.9834 8.7641  0.286
H85 14.9257 18.9516 10.0888  0.346
H86 13.2323 18.7941 9.8924  0.366
H87 12.0562 16.6426 10.2306  0.387
H88 13.3085 15.8961 9.3016  0.413
H89 13.2341 15.3181 10.9304  -0.022

Cartesian forces (eV/Å) of the 2 atoms listed first:
1.7 -1.2 -0.6
-1.7 -0.2 -1.0

Properties
* energy: -6221.20007 a.u.
* HOMO-LUMO gap: 8.666 eV
* max |F|: 0.0952 hartree/bohr
* energy relative to the best compared isomer or geometry (same formula, charge and spin): 485.1 kJ/mol
* total charge: 0
* LUMO level: 0.17 eV


(2)
The following is a quantum chemistry calculation of an isolated ion of composition C5H11N and charge -1, from the OMol25 dataset.

Last column: Löwdin spin population.
Geometry (Å):
C1 0.4891 -0.6955 2.1438  0.099
C2 -0.0290 -1.2574 0.8555  0.650
C3 -0.9006 -0.2701 0.0474  0.080
C4 -0.3402 0.1842 -1.3094  0.026
C5 1.0458 0.8364 -1.2458  0.014
N1 -0.9632 1.2765 -2.1201  0.026
H1 1.2485 -1.4188 2.5346  0.007
H2 -0.1676 -0.5843 3.0410  0.029
H3 1.4024 0.2463 -0.3429  0.010
H4 1.2096 0.1780 2.1251  0.003
H5 -0.6050 -2.1741 1.0405  0.034
H6 -1.9932 -0.2444 -0.0946  0.013
H7 -0.6590 0.6260 0.6620  0.006
H8 0.9052 1.8729 -0.9714  0.001
H9 1.6309 0.6200 -2.1127  0.000
H10 -1.9332 1.5421 -2.3149  0.003
H11 -0.3408 -0.7378 -1.9380  0.000

Cartesian forces (eV/Å) of the 2 atoms listed first:
3.2 -0.6 1.3
-3.6 0.7 0.3

Properties
* energy: -251.67286 a.u.
* spin multiplicity: 2
* HOMO-LUMO gap (alpha / beta): 5.080 / 4.646 eV
* max |F|: 0.0845 hartree/bohr
* energy relative to the best compared isomer or geometry (same formula, charge and spin): 332.9 kJ/mol
* total charge: -1
* LUMO level (alpha / beta): 3.94 / 3.53 eV
* <S²>: 0.755


(3)
The following is a quantum chemistry calculation of an isolated molecule of C6H13F3O3Si, from the OMol25 dataset.

Last column: natural (NBO) charge in e.
Geometry (Å):
C1 1.2628 0.4265 2.1779  -0.239
O1 1.3752 0.2730 0.8169  -0.911
Si1 0.0773 0.7314 -0.0922  2.318
C2 -1.4287 -0.3891 0.1501  -0.935
C3 -0.8582 -1.8011 0.0853  -0.492
C4 -1.9662 -2.7989 0.4763  0.983
F1 -1.3807 -4.0019 0.7622  -0.335
F2 -2.7608 -2.9611 -0.5970  -0.327
F3 -2.6429 -2.3305 1.5291  -0.318
O2 0.4456 0.6675 -1.7534  -0.903
C5 1.5269 -0.0913 -2.1878  -0.235
O3 -0.3199 2.3008 0.2078  -0.908
C6 0.4288 3.2645 -0.4790  -0.252
H1 0.1853 0.5497 2.4285  0.161
H2 1.7908 1.3553 2.4358  0.186
H3 1.6177 -0.4795 2.6849  0.186
H4 -1.9117 -0.1839 1.1189  0.248
H5 -2.1911 -0.2377 -0.6273  0.257
H6 0.0069 -1.9133 0.7279  0.228
H7 -0.5551 -2.0168 -0.9356  0.230
H8 1.4665 -0.2323 -3.2670  0.183
H9 2.4132 0.4734 -1.9050  0.174
H10 1.5256 -1.0731 -1.7111  0.161
H11 0.0427 4.2601 -0.3050  0.188
H12 1.4864 3.1843 -0.1791  0.164
H13 0.3636 3.0241 -1.5620  0.188

Cartesian forces (eV/Å) of the 2 atoms listed first:
-0.9 0.5 1.3
-0.1 -0.5 -2.6

Properties
* energy: -1051.35138 a.u.
* HOMO-LUMO gap: 11.165 eV
* max |F|: 0.0576 hartree/bohr
* total charge: 0
* SMILES string: CO[Si](CCC(F)(F)F)(OC)OC
* LUMO level: 0.79 eV


(4)
The following is a quantum chemistry calculation of an isolated ion of composition C3H5N2O2S2 and charge -1, from the OMol25 dataset.

Last column: natural (NBO) charge in e.
Geometry (Å):
C1 0.9365 -0.9515 -0.7328  -0.049
C2 1.1835 -0.2106 -1.8260  -0.474
C3 -0.5562 -0.5203 1.1973  -0.489
N1 1.1412 1.0016 0.3921  -0.599
N2 0.9477 -0.3786 0.5128  -0.283
O1 -3.0602 0.0587 0.3551  -1.035
O2 -1.4522 1.9493 0.8405  -1.053
S1 1.4140 1.4644 -1.3833  0.301
S2 -1.6735 0.5909 0.2159  1.473
H1 0.5168 -1.9612 -0.7405  0.199
H2 1.4021 -0.6009 -2.7912  0.225
H3 -0.7263 -1.4731 0.9083  0.179
H4 -0.3599 -0.4389 2.3159  0.200
H5 0.2866 1.4702 0.7361  0.405

Cartesian forces (eV/Å) of the 2 atoms listed first:
-0.7 -1.1 -1.4
0.3 -0.4 1.4

Properties
* energy: -1173.59925 a.u.
* HOMO-LUMO gap: 6.431 eV
* max |F|: 0.0786 hartree/bohr
* total charge: -1
* LUMO level: 3.30 eV


Copy entry 2 word for word.
The following is a quantum chemistry calculation of an isolated ion of composition C5H11N and charge -1, from the OMol25 dataset.

Last column: Löwdin spin population.
Geometry (Å):
C1 0.4891 -0.6955 2.1438  0.099
C2 -0.0290 -1.2574 0.8555  0.650
C3 -0.9006 -0.2701 0.0474  0.080
C4 -0.3402 0.1842 -1.3094  0.026
C5 1.0458 0.8364 -1.2458  0.014
N1 -0.9632 1.2765 -2.1201  0.026
H1 1.2485 -1.4188 2.5346  0.007
H2 -0.1676 -0.5843 3.0410  0.029
H3 1.4024 0.2463 -0.3429  0.010
H4 1.2096 0.1780 2.1251  0.003
H5 -0.6050 -2.1741 1.0405  0.034
H6 -1.9932 -0.2444 -0.0946  0.013
H7 -0.6590 0.6260 0.6620  0.006
H8 0.9052 1.8729 -0.9714  0.001
H9 1.6309 0.6200 -2.1127  0.000
H10 -1.9332 1.5421 -2.3149  0.003
H11 -0.3408 -0.7378 -1.9380  0.000

Cartesian forces (eV/Å) of the 2 atoms listed first:
3.2 -0.6 1.3
-3.6 0.7 0.3

Properties
* energy: -251.67286 a.u.
* spin multiplicity: 2
* HOMO-LUMO gap (alpha / beta): 5.080 / 4.646 eV
* max |F|: 0.0845 hartree/bohr
* energy relative to the best compared isomer or geometry (same formula, charge and spin): 332.9 kJ/mol
* total charge: -1
* LUMO level (alpha / beta): 3.94 / 3.53 eV
* <S²>: 0.755